Entry 1:
DFT (ωB97M-V/def2-TZVPD) results for a 11-piece molecular cluster, C35H81BN21O20 overall at a distorted geometry.

Atoms and positions in Å:
H: 4.2057 4.8892 -4.0273
H: 2.0745 5.9201 -0.5346
C: -2.0869 -0.9311 -0.8199
N: 1.9803 -3.0197 -5.4188
H: 5.1027 -5.2073 3.2918
H: -2.0886 3.0140 -4.6322
C: -7.0179 -3.7743 5.3695
N: 9.3305 -4.6827 1.3085
H: -1.8520 -6.4053 1.5791
H: 4.4205 -3.8544 2.3136
C: 8.0756 -4.1753 1.4430
C: -4.5349 -1.2309 1.8892
N: -5.1859 3.7475 -4.2658
C: 0.3187 -3.1247 1.5789
H: 0.9515 2.2341 -9.3777
O: -5.2950 1.6931 3.3049
H: -9.0421 -4.1943 5.6904
O: 3.2246 -6.9560 2.5031
O: 2.9946 4.5296 -6.1637
H: -0.8914 0.1405 -2.3224
N: 0.5619 3.1394 -9.1834
C: 7.9177 8.1871 -2.1902
N: 2.8618 6.2714 -1.0556
O: -6.0095 -0.0420 4.6484
H: 3.9976 -7.0733 1.9278
H: 3.2364 -2.9157 4.1933
H: 3.1545 2.5083 1.6425
H: -3.2898 0.3944 1.0891
H: -1.3068 -4.0470 6.4207
N: -4.2818 -6.9557 2.0675
O: 1.0258 3.9855 1.2705
N: -8.2880 -3.5429 5.8007
C: 1.2373 3.0104 0.5694
H: 9.4341 9.5756 -1.8164
O: -0.2928 2.3577 -7.2353
H: 2.1198 1.0796 1.2590
C: -4.0428 3.0255 -4.0992
C: -3.1987 -0.3449 1.9245
H: -3.1084 0.2697 2.8694
N: -0.6412 4.5221 -7.8034
O: -3.9968 2.0048 -3.4254
H: -1.0986 2.3896 1.0109
H: -6.0623 0.2716 1.1905
N: -6.8279 -4.9756 4.7618
N: 7.1439 -4.7212 0.6121
C: -1.8622 1.7138 -1.0088
H: -2.5252 7.1002 -2.5764
H: -1.7211 -5.1862 2.8070
H: -2.5827 -1.2712 6.8331
H: -5.2374 -7.0807 2.3513
H: 3.0104 1.8698 -0.0989
H: -3.6354 0.7256 6.2310
H: -5.2480 -0.6067 4.8911
O: -2.8286 0.8046 6.7651
H: -1.8037 -4.9059 -0.5999
O: -0.8422 -5.0114 -0.5078
H: -5.8957 -5.1780 4.4304
H: 1.2661 -3.6703 4.2214
C: 0.3067 -2.8082 -1.0645
H: -0.8913 8.4995 -3.4822
N: 8.7690 7.1496 -1.9704
C: -1.1661 0.2993 -1.2433
H: -0.0413 -2.0653 -1.8420
N: -2.4500 6.5215 -3.3922
N: 3.2210 5.0806 -3.9762
N: 1.1644 5.1764 -4.9932
H: -0.9241 -4.3587 -5.3859
O: -1.5294 6.0550 -5.4137
H: -6.0137 3.4078 -3.8083
H: 7.8744 10.2113 -2.2124
C: 2.4943 4.9037 -5.1145
H: -6.6661 -1.0810 2.3345
H: -8.4653 -2.6640 6.2548
O: -4.0089 -5.3345 3.6432
C: -2.1461 -1.6134 4.3522
H: 0.7039 3.8817 -9.8420
H: -3.1703 -0.6536 -0.6710
C: -3.5526 -6.0187 2.7325
C: -1.4712 -1.5637 0.5012
B: 2.9550 -5.5587 2.6476
O: -0.6038 -4.5647 4.4434
H: 0.0832 -2.6498 5.1183
H: -3.2175 -1.2723 4.3114
H: 4.9774 6.9220 -2.2463
H: 10.0442 -4.3035 1.9059
C: 0.7053 -3.2192 -4.9973
H: 0.5928 5.0565 -5.8138
N: 8.4733 9.4193 -2.0573
C: 4.1568 -4.6050 3.1201
N: -2.2721 -5.8766 2.3221
H: -2.8972 1.5418 -0.5862
N: -2.0419 -1.2711 1.7613
H: 0.7336 5.4837 -4.1415
H: 0.4124 -4.7198 -6.4233
H: -2.9588 4.3593 -5.2931
O: 0.2072 -2.5780 -4.0805
N: -0.8472 7.8939 -4.2806
O: -6.1146 -2.9590 5.5178
C: -0.3381 -2.7825 2.8931
C: -0.8014 -4.8607 5.8336
H: 9.5750 -5.4030 0.6552
O: 4.1380 4.5619 -0.2899
O: 7.8027 -3.2983 2.2462
H: 3.4273 -4.3981 5.2895
C: -0.1340 3.2790 -8.0231
H: 7.3432 -5.4424 -0.0556
H: -2.0770 -1.7775 -1.5718
C: -1.9780 -0.3399 6.5826
O: 0.3954 2.6478 -0.4967
H: -1.3962 3.7119 -0.2312
C: -0.9951 2.6686 -0.0810
H: -1.5522 0.5303 4.6041
C: -1.5245 -1.8631 2.9284
C: -0.2888 -2.4787 0.3596
N: 0.0237 -4.1839 -5.6700
H: -7.5534 -5.6549 4.6292
C: 3.8943 -3.8010 4.4619
H: -1.4925 -5.7571 5.8739
C: -5.8418 -0.3387 2.1058
C: -0.2214 -4.2292 -1.5638
H: 4.8322 -3.3392 4.8970
H: -1.0519 -4.0183 -2.3072
O: 6.7413 8.0247 -2.4853
H: 9.7355 7.2626 -1.7278
C: -5.7002 0.5502 3.4124
H: 6.2056 -4.3690 0.6848
N: 5.0490 6.0922 -1.6865
H: 2.4077 -3.5325 -6.1672
H: -4.4292 -2.0467 2.6534
O: 2.3952 -4.0552 0.6302
C: 2.4622 2.0805 0.8629
C: -1.3556 -0.4548 5.1309
H: 0.1705 -5.2174 6.2929
C: 4.0267 5.5746 -0.9662
H: -4.5533 -1.6954 0.8563
H: -0.2088 8.1148 -5.0262
H: -3.0268 5.6995 -3.4624
H: -3.9187 -7.5188 1.3214
H: 2.8271 5.3890 -3.1033
H: -0.2439 0.2481 -0.5974
N: -2.9514 3.5232 -4.7345
H: 8.3953 6.2219 -2.0599
H: 2.7504 7.1043 -1.6046
H: -1.1610 4.6603 -6.9529
H: -1.1758 -0.2906 7.3734
H: -0.5249 5.2936 -8.4333
H: 0.5405 -4.8325 -2.1192
H: 1.4321 -2.7228 -1.0773
H: 2.5149 -2.3125 -4.9447
C: 0.1817 -3.3752 4.2649
C: 1.5249 -4.1153 1.4825
C: -1.6051 6.7776 -4.4244
H: -2.0215 2.1978 -2.0143
H: -5.2421 4.5858 -4.8144
H: -2.1579 -2.5544 4.9804
H: 5.9259 5.6071 -1.6480
H: -0.2413 -0.5959 5.1099
O: 1.5954 -5.1660 2.3915

Output
ΔE to the lowest compared entry with this formula, charge and spin = 0.0 kJ/mol
Net charge = +1

---

Entry 2:
DFT (ωB97M-V/def2-TZVPD) results for a 5-piece molecular cluster, C35H81N6O15P2 overall at a distorted geometry.

Atoms and positions in Å:
H: 3.2209 -3.6918 3.7023
H: 2.0473 -2.6572 8.1068
H: 6.3953 7.2185 -3.8078
H: -6.0538 3.0136 0.3462
N: -4.7664 3.2629 -1.2432
H: 3.5178 -2.0223 8.8478
H: 5.3408 3.4999 -5.3392
H: -0.6108 -3.2302 3.8499
H: -6.8767 -4.3295 0.8509
H: 0.0873 -1.0763 2.0290
H: -3.4706 4.4837 -3.2675
C: 3.8297 -2.7630 6.8730
H: -2.2335 3.2446 -3.4872
H: -4.2754 0.5931 -0.2896
H: -2.9191 -1.3769 0.6453
C: -6.2613 -4.1209 -0.0328
H: -6.4326 -4.8478 -0.8373
C: -5.2085 1.0856 0.0171
C: -6.4931 -2.6966 -0.5948
H: -4.3553 2.9095 0.7721
O: -4.4969 -4.8683 4.6443
C: -3.0556 -1.2536 1.7324
H: 3.9965 -0.6677 -1.6237
H: 8.0683 6.8566 -5.4951
C: -3.1635 -2.6445 2.4082
C: -3.4475 2.9197 -1.7639
H: -5.9069 3.6448 -3.9007
H: 0.4486 -2.7701 -2.1166
C: 2.9570 -2.0827 7.9111
C: -4.5686 -4.4350 1.6048
H: 5.6762 -2.1516 4.7185
H: 0.6448 -0.8657 7.9944
H: 2.5885 -2.1806 5.3799
H: 3.9920 6.7190 -3.0150
H: 4.0810 0.6785 3.6816
H: -5.0294 -5.3312 2.0512
H: 1.4024 0.6076 0.6583
H: 4.6936 0.8507 -1.0219
H: -7.4764 -2.5692 -1.0530
C: 3.8743 0.4230 -1.6064
H: -6.3566 1.3139 -2.6566
N: 3.0808 -3.0236 5.6469
H: 5.4891 -2.9648 3.1842
H: 4.4214 -4.3741 4.7873
P: -5.2089 -3.6957 4.1617
H: 2.9854 -0.3505 4.5923
H: -5.6143 2.7787 -5.4171
C: -4.6232 -3.1418 2.5025
H: -1.7189 -6.1650 0.5568
C: 1.3043 -0.5314 7.1886
C: -2.9381 -7.6338 3.1992
H: -2.9755 -7.8788 4.2417
O: 4.3494 -1.3153 3.3559
H: -5.0208 0.1628 -2.3266
H: 4.5393 6.2514 -5.8437
H: 3.0514 -1.8785 -0.0754
P: -1.7807 -0.1557 2.4794
C: 4.9323 -2.4510 3.9730
H: 1.0363 -1.0428 6.2573
C: 4.3413 3.5981 -5.7682
H: 1.3010 1.2413 -3.5581
O: -4.0824 2.6551 -4.0828
H: -4.7840 4.3147 -5.1205
C: -2.7020 -6.0899 1.0310
C: 3.8329 4.6880 -3.7000
O: -6.3074 0.5804 -0.7216
C: -5.1492 3.3975 -4.6511
H: 0.7129 -4.0007 3.1767
H: 4.1972 -3.7105 7.2767
C: -2.8348 -6.9906 2.1949
N: 2.6021 0.8108 -1.0026
C: 6.2629 6.3332 -8.0123
H: -5.4025 -2.4569 2.1450
H: -5.4672 3.0032 -1.9252
H: 4.8110 4.3291 -3.3589
C: 7.0260 6.8740 -5.8257
O: 3.0726 0.1913 -3.8752
H: 2.1497 -2.2836 -2.0776
O: -5.1020 -2.5099 5.2421
H: -0.4738 -2.9596 1.3713
C: -0.8377 -3.8482 1.9200
C: -5.0924 2.6095 0.0203
H: 4.0675 2.6446 -6.2254
C: 3.9682 0.9164 -3.0374
O: -1.4041 0.9334 1.3395
O: -0.4261 -0.9582 2.8415
H: 3.8009 1.9939 -3.1011
H: -5.3877 0.7774 1.0537
H: -6.6935 -0.3998 -2.4681
H: 6.3424 5.5461 -8.7611
H: -2.9031 -2.5003 3.4751
O: -2.2731 0.4701 3.6887
H: 6.7519 7.2313 -8.3996
H: -4.0083 -0.7368 1.8851
C: 2.1613 -1.3529 0.2809
C: 3.9081 -3.4457 4.5191
O: -6.8066 -3.9369 3.9987
H: -5.8608 -1.9178 5.1009
H: 1.8527 0.5776 -1.6414
C: 1.1376 -1.9834 -1.8041
H: 4.3424 4.3461 -6.5636
H: 0.8559 -1.0747 -2.3392
O: 0.9897 -1.8092 -0.3982
O: 2.6647 -0.7442 7.5210
H: 2.3572 1.8823 -4.8516
H: 6.8199 7.8739 -6.2173
H: -3.4481 -6.3258 0.2605
O: 6.8990 5.8742 -6.8326
H: 2.8044 6.4621 -4.2808
N: 4.7290 6.7210 -4.9681
C: 2.3305 0.1660 0.2769
H: 3.1381 4.4953 -2.8763
H: -6.3169 -1.9783 0.2176
O: -4.8349 -4.2098 0.2440
C: 6.1404 6.5518 -4.6365
C: 1.9942 0.9756 -4.3647
H: 6.3611 5.5210 -4.3304
C: 3.8141 6.1941 -3.9588
H: -0.4975 -4.7058 1.3314
H: 4.9783 0.7160 -3.4066
H: -5.6737 -2.5382 -1.3091
H: 2.0322 -1.6599 1.3264
H: -3.2870 1.8316 -1.7692
C: -3.0502 -4.7147 1.5515
N: -0.2978 -3.9928 3.2591
H: 1.1596 0.5383 7.0449
H: -2.6831 3.3776 -1.1289
H: 5.2013 6.5380 -7.8391
H: -6.9724 -4.4675 3.2073
C: -3.2726 3.4117 -3.1887
H: 4.6997 -0.1948 5.0911
H: -1.4834 0.5313 0.4608
H: 3.1194 0.4357 0.9849
O: 3.3603 3.9054 -4.7878
C: 4.0166 -0.2556 4.2421
H: 1.4531 0.3784 -5.0988
H: 4.6914 -2.1106 6.6865
C: -6.0623 0.4153 -2.1116
N: -2.3065 -3.7539 1.9518

Output
Net charge = +1

---

Entry 3:
DFT (ωB97M-V/def2-TZVPD) results for a 6-piece molecular cluster, C35H90N7O3P overall.

Atoms and positions in Å:
C: 3.0307 -1.4905 -1.6993
H: -6.8926 2.0855 -3.4287
H: -2.9052 -1.4509 1.3298
H: 3.4748 1.7975 0.5411
H: 4.7442 -0.1774 -1.7521
C: 2.2400 3.2821 1.4959
C: 3.4117 4.4666 4.0835
H: 2.9210 4.1145 1.2547
H: -1.2901 -0.1013 4.9823
H: -7.3696 -0.5170 -0.7536
H: 2.2251 -8.5630 0.1996
H: 1.1063 1.0561 -0.6321
H: 0.7475 -2.8850 3.7003
C: -1.6543 0.4680 4.1218
H: 1.5128 3.2427 0.6781
C: 1.6174 0.5112 -1.4314
H: -5.6148 0.9960 1.9251
H: -5.0005 0.9794 -2.0056
C: -3.6543 0.7086 2.7608
C: -2.9719 -1.5286 3.5145
H: -0.1950 4.2399 1.7741
H: -0.5983 -7.1964 3.7592
H: -3.1677 0.7058 1.7712
H: -1.3924 -1.9684 2.0634
H: -5.1077 -0.7371 -1.6412
H: 3.8434 2.0107 2.2485
H: -7.4818 3.5864 -0.8145
C: 2.6201 -5.2547 1.7492
H: 1.3910 6.4155 3.2344
H: -9.5942 0.5325 -2.3340
C: 0.9288 5.9765 2.3510
H: 0.8652 -9.2896 2.6703
H: 4.6816 4.4509 -2.7445
H: -6.5765 3.8025 -3.2089
H: 2.1325 -2.0007 0.7326
H: 2.9576 -9.4583 1.5529
H: 4.7512 -1.4430 -2.9928
H: 2.8539 1.5771 -4.4238
C: 3.8476 5.9821 -6.5439
N: 1.0548 -3.4893 2.9454
C: 4.1197 -0.7391 -2.4492
H: -0.1419 -0.4582 2.8439
H: 1.6465 6.0302 1.5309
H: 2.2765 0.7501 -5.8631
H: 5.2961 -7.0584 2.1205
H: 2.6269 2.4717 4.0931
C: -6.9725 0.3050 -1.3566
C: 2.0765 -7.5835 2.1098
H: 0.0724 6.5977 2.0818
N: 1.4784 3.5044 2.7141
H: 2.3778 4.5994 -5.8148
C: 3.0318 1.9846 1.5198
H: 1.5289 3.6512 4.7649
H: 4.0366 4.1836 4.9324
H: 4.7395 5.9915 -7.1720
C: -9.8901 1.3402 -1.6629
H: -8.2280 3.1956 -3.1310
H: -3.9972 -1.8762 3.6604
H: 5.6330 3.0179 -4.6518
C: 2.2415 3.4850 3.9520
H: 3.5868 2.1117 -7.3469
C: 2.8225 -8.4590 1.1103
H: 3.6445 -5.5780 1.5611
C: -2.4756 -2.0272 2.1510
H: 4.8500 -8.7455 2.4405
C: 3.8107 2.2143 -6.2808
H: 1.0411 -0.6451 0.8537
H: 1.0569 -0.4328 -3.3194
H: -3.6138 1.7441 3.1112
H: 3.1121 6.6633 -6.9737
H: -9.0731 0.6317 0.1921
H: -0.5245 -1.6781 -0.7429
H: 0.3200 -8.2239 4.6091
H: 0.6614 -2.9074 -1.1966
H: -1.8471 1.4828 4.4842
H: -5.1940 -0.6974 2.1341
C: 3.2676 4.5787 -6.4648
H: -7.3227 0.1248 -2.3858
H: 2.3990 1.1879 -1.7924
C: 0.6378 0.2570 -2.5841
N: -2.9441 -0.0911 3.7450
N: -7.4964 1.5300 -0.7750
H: 4.1172 6.3708 -5.5612
H: 2.7024 -7.4174 2.9993
H: 3.0809 5.4922 4.2411
H: 2.3840 1.1395 1.7578
H: -2.7637 -3.0707 2.0017
C: 4.0735 4.0243 -3.5444
C: -7.1957 2.9711 -2.8673
H: -10.8893 1.1088 -1.2892
H: 0.2740 -4.0928 2.6960
H: 1.7613 2.4023 -5.5356
C: 5.1008 -8.0279 1.6522
C: 0.4650 4.5366 2.5962
H: -0.3149 -0.1486 -2.2463
C: -5.4540 0.2503 -1.3329
H: -0.0241 -2.8940 0.4293
H: 6.0020 -8.3680 1.1404
C: 0.7707 -8.2033 2.5769
H: 0.4349 1.1981 -3.0998
H: 3.7069 -0.0417 -3.1789
H: 3.6594 3.0853 -3.1789
O: 1.7050 -6.3191 1.5713
C: 4.9311 3.8419 -4.8038
H: 4.0424 4.4513 3.1930
N: 4.2471 3.5833 -6.0632
C: 0.3264 -2.2587 -0.3853
H: 3.2423 4.7087 -3.7240
C: -7.0036 2.7685 -1.3595
H: -5.9367 2.8443 -1.1367
H: 3.4944 -2.2524 -1.0657
O: 2.0056 -5.5245 4.4093
H: 2.3660 -4.5014 0.9979
H: -9.9605 2.2566 -2.2475
H: 2.4084 -2.0374 -2.4270
H: 0.0199 -8.0102 1.8066
H: -0.9219 0.9526 2.1223
H: 0.2626 1.1686 3.3941
H: -5.0916 0.4476 -0.3228
H: 2.9111 4.2809 -7.4551
H: -2.3835 -1.9877 4.3140
C: -5.1052 0.2922 2.5858
C: -8.9192 1.4776 -0.4849
C: -0.5540 0.5278 3.0594
H: -0.1426 4.5037 3.5058
N: 0.3353 -7.5771 3.8325
O: 4.0615 -7.9342 0.6892
N: 2.2612 -0.6359 -0.8135
P: 2.4798 -4.3441 3.3796
H: 4.6681 1.5651 -6.0820
H: 5.5439 4.7367 -4.9331
C: 1.4565 -1.3697 0.1487
C: 2.6074 1.7160 -5.4754
H: -5.6254 0.2805 3.5448
H: -9.1692 2.3772 0.0844
H: 1.3829 -6.2139 4.0985

Output
SMILES = COC[C@H](CN)OCP(N)O.CCN(CC)CC.CCN(CC)CC.CCN(CC)CC.CCN(CC)CC.CCN(CC)CC

---

For reference, E_HOMO by record: -0.388, -0.368, -0.289 Ha.
For reference, orbital gap by record: 7.052, 6.535, 8.375 eV.